1.
3 unconnected molecules or ions with the total composition C48H45N4O6 at a distorted geometry. Source: OMol25; level of theory: ωB97M-V with the def2-TZVPD basis set.

Last column: Löwdin charge in e.
Element x y z (Å)
C1 2.204 4.547 4.118  -0.02
C2 1.767 3.964 2.619  -0.26
O1 0.458 4.017 2.294  -0.03
O2 2.747 3.373 1.679  -0.12
C3 2.868 1.932 1.961  -0.19
C4 3.561 1.121 0.692  -0.15
C5 2.808 -0.316 0.445  -0.21
C6 3.837 -1.515 -0.103  -0.20
C7 3.118 -2.940 0.397  -0.19
C8 3.462 -4.137 -0.707  -0.15
C9 4.861 -4.832 -0.210  -0.02
C10 4.718 -5.910 1.061  0.06
C11 6.027 -6.662 1.719  -0.07
C12 5.896 -7.701 3.004  -0.22
N1 6.186 -6.860 4.246  -0.04
C13 7.495 -6.279 1.023  0.08
C14 7.520 -5.216 -0.255  -0.01
C15 9.047 -4.896 -0.856  -0.19
C16 9.710 -3.448 -0.530  -0.02
C17 11.185 -2.899 -1.060  0.00
C18 11.935 -4.050 -2.015  -0.01
C19 11.115 -5.444 -2.201  -0.10
N2 9.779 -5.879 -1.704  0.03
N3 6.250 -4.546 -0.819  -0.01
C20 6.415 -3.590 -1.999  -0.20
N4 6.814 -2.180 -1.551  -0.01
H1 3.131 5.276 4.044  0.10
H2 1.321 5.144 4.631  0.10
H3 2.498 3.606 4.775  0.10
H4 1.775 1.522 2.152  0.14
H5 3.516 1.807 2.929  0.13
H6 4.705 0.959 0.896  0.11
H7 3.423 1.750 -0.303  0.13
H8 2.406 -0.725 1.490  0.12
H9 1.938 -0.277 -0.355  0.13
H10 4.926 -1.400 0.317  0.09
H11 3.881 -1.558 -1.283  0.11
H12 3.633 -3.233 1.413  0.11
H13 1.959 -2.818 0.579  0.13
H14 2.566 -4.920 -0.618  0.14
H15 3.451 -3.767 -1.817  0.11
H16 3.635 -6.124 1.514  0.13
H17 4.838 -8.197 3.101  0.14
H18 6.782 -8.470 2.884  0.13
H19 7.089 -6.337 4.155  0.08
H20 5.456 -6.110 4.374  0.09
H21 8.471 -6.783 1.474  0.13
H22 9.066 -2.698 0.132  0.09
H23 11.639 -1.848 -0.821  0.10
H24 12.998 -3.844 -2.497  0.11
H25 11.692 -6.263 -2.856  0.12
H26 7.255 -3.947 -2.768  0.15
H27 5.441 -3.458 -2.644  0.13
H28 6.887 -2.128 -0.512  0.06
H29 7.685 -1.875 -2.038  0.08
C21 -1.906 5.865 2.000  -0.07
C22 -2.460 6.961 2.660  -0.05
C23 -3.793 6.928 3.073  0.01
C24 -4.579 5.798 2.814  -0.09
C25 -4.032 4.712 2.133  -0.09
C26 -2.689 4.740 1.735  0.01
C27 -4.865 3.535 1.810  -0.29
O3 -4.385 2.579 1.215  0.09
C28 -6.287 3.532 2.208  -0.09
C29 -7.103 2.448 1.858  0.00
C30 -8.446 2.431 2.242  -0.05
C31 -8.974 3.488 2.983  -0.05
C32 -8.165 4.571 3.328  0.01
C33 -6.821 4.598 2.931  -0.09
C34 -5.983 5.765 3.270  -0.28
O4 -6.447 6.696 3.917  0.10
H30 -0.865 5.887 1.687  0.09
H31 -1.853 7.843 2.856  0.11
H32 -4.217 7.786 3.592  0.12
H33 -2.251 3.890 1.214  0.12
H34 -6.698 1.617 1.283  0.12
H35 -9.079 1.591 1.965  0.11
H36 -10.018 3.471 3.288  0.11
H37 -8.585 5.396 3.902  0.12
C35 -10.298 -1.147 -4.536  -0.06
C36 -9.444 -1.574 -5.553  -0.06
C37 -8.166 -1.024 -5.667  0.01
C38 -7.745 -0.036 -4.769  -0.09
C39 -8.608 0.408 -3.768  -0.09
C40 -9.884 -0.158 -3.644  0.01
C41 -8.193 1.485 -2.846  -0.28
O5 -8.950 1.873 -1.964  0.09
C42 -6.858 2.093 -3.008  -0.08
C43 -6.473 3.154 -2.177  0.01
C44 -5.207 3.727 -2.315  -0.05
C45 -4.319 3.236 -3.272  -0.05
C46 -4.702 2.183 -4.104  0.00
C47 -5.977 1.617 -3.978  -0.09
C48 -6.385 0.527 -4.886  -0.28
O6 -5.607 0.098 -5.731  0.09
H38 -11.291 -1.582 -4.442  0.11
H39 -9.771 -2.336 -6.256  0.11
H40 -7.502 -1.366 -6.460  0.12
H41 -10.559 0.174 -2.857  0.12
H42 -7.159 3.541 -1.425  0.12
H43 -4.913 4.554 -1.673  0.11
H44 -3.330 3.677 -3.374  0.11
H45 -4.005 1.808 -4.853  0.12

Summary:
Highest occupied orbital energy = -10.48 eV
HOMO-LUMO gap = 5.96 eV
Energy relative to the best compared isomer or geometry (same formula, charge and spin) = 374.5 kcal/mol
Total charge = +1
Largest force on an atom = 0.173 hartree/bohr
DFT total energy = -2525.65735 Eh
Multiplicity = 1

***

2.
A molecular structure, C48H46AsCsN6O12P2S at a distorted geometry. Source: OMol25; level of theory: ωB97M-V with the def2-TZVPD basis set.

Last column: Löwdin charge in e.
Element x y z (Å)
Cs1 -1.344 -0.419 0.212  1.04
S1 -0.330 -3.094 6.253  0.41
C1 -0.042 -4.800 6.466  -0.79
C2 0.104 -5.460 7.711  -0.14
C3 0.237 -6.851 7.743  -0.14
C4 0.201 -7.644 6.620  -0.13
C5 0.106 -7.036 5.357  -0.11
C6 -0.067 -5.651 5.290  -0.42
As1 -0.769 -4.611 3.807  1.26
C7 0.769 -3.935 2.778  -0.34
C8 1.035 -4.034 1.254  -0.34
C9 2.544 -4.327 1.094  -0.02
C10 3.302 -3.375 1.665  -0.03
C11 2.492 -2.314 2.353  -0.34
C12 1.688 -3.097 3.340  -0.08
C13 -0.798 -6.312 2.683  -0.40
C14 0.446 -6.918 2.297  -0.14
C15 0.408 -8.067 1.446  -0.11
C16 -0.729 -8.828 1.398  -0.15
C17 -1.885 -8.388 2.036  -0.10
C18 -1.969 -7.074 2.601  -0.11
H1 0.273 -4.860 8.576  0.07
H2 0.341 -7.295 8.730  0.08
H3 0.211 -8.702 6.678  0.07
H4 0.100 -7.549 4.409  0.07
H5 0.455 -4.810 0.747  0.14
H6 2.960 -5.187 0.584  0.10
H7 4.390 -3.311 1.584  0.11
H8 3.037 -1.451 2.818  0.17
H9 1.731 -2.940 4.440  0.07
H10 1.372 -6.455 2.643  0.10
H11 1.282 -8.293 0.796  0.10
H12 -0.736 -9.791 0.885  0.09
H13 -2.748 -9.064 2.034  0.09
H14 -2.959 -6.749 2.937  0.10
C19 8.375 9.762 -2.703  -0.09
O1 7.380 10.390 -1.849  -0.11
C20 6.339 9.558 -1.506  -0.29
C21 6.388 8.189 -1.780  -0.05
C22 5.329 7.349 -1.447  -0.04
C23 4.241 7.867 -0.796  -0.29
C24 4.202 9.243 -0.504  -0.05
C25 5.192 10.085 -0.871  -0.04
N1 3.124 7.085 -0.402  0.02
N2 3.090 5.887 -0.851  0.04
C26 2.014 5.118 -0.557  -0.27
C27 1.124 5.386 0.532  -0.03
C28 0.023 4.643 0.761  -0.03
C29 -0.244 3.404 0.041  -0.34
O2 -1.253 2.654 0.167  -0.12
C30 0.892 2.989 -0.831  -0.15
N3 0.821 1.764 -1.327  0.08
C31 1.873 1.255 -1.986  -0.15
C32 2.881 2.086 -2.470  -0.07
C33 2.900 3.437 -2.104  -0.02
C34 1.969 3.878 -1.180  -0.13
H15 9.145 10.552 -2.820  0.09
H16 7.992 9.305 -3.648  0.10
H17 8.819 8.935 -2.132  0.08
H18 7.218 7.708 -2.320  0.10
H19 5.284 6.267 -1.652  0.11
H20 3.352 9.612 0.121  0.12
H21 5.245 11.156 -0.732  0.11
H22 1.289 6.269 1.133  0.10
H23 -0.701 4.915 1.532  0.10
H24 1.733 0.197 -2.245  0.10
H25 3.590 1.662 -3.182  0.09
H26 3.652 4.120 -2.490  0.10
C35 -6.941 1.577 1.358  -0.08
C36 -5.728 0.697 0.903  -0.54
O3 -6.216 -0.554 0.385  -0.12
P1 -4.854 1.485 -0.637  0.42
O4 -4.447 2.974 -0.327  -0.13
O5 -6.153 1.783 -1.457  -0.13
O6 -3.826 0.639 -1.237  -0.36
P2 -4.487 0.219 2.256  0.33
O7 -3.442 1.512 2.144  -0.26
O8 -5.240 0.178 3.567  -0.36
O9 -3.779 -1.034 1.726  -0.49
H27 -7.166 1.324 2.457  0.09
H28 -7.804 1.365 0.708  0.07
H29 -6.738 2.636 1.285  0.05
H30 -5.643 -1.244 0.812  0.08
H31 -3.601 3.085 0.193  0.09
H32 -6.481 1.026 -2.011  0.12
H33 -3.659 2.244 2.848  0.08
C37 -4.529 3.527 5.087  -0.11
O10 -4.180 3.791 3.698  -0.15
H34 -5.358 2.734 5.049  0.10
H35 -4.913 4.409 5.620  0.07
H36 -3.711 3.017 5.588  0.08
H37 -4.323 4.692 3.425  0.07
O11 0.776 -2.809 0.600  -0.10
O12 1.633 -1.640 1.450  -0.04
C38 -1.636 -4.017 -4.110  -0.06
C39 -2.122 -3.823 -2.759  -0.14
N4 -2.587 -2.684 -2.381  0.07
C40 -2.516 -1.599 -3.164  -0.09
C41 -2.015 -1.595 -4.493  -0.14
C42 -1.592 -2.924 -4.950  -0.03
C43 -2.011 -0.335 -5.297  -0.02
C44 -1.418 -0.121 -6.487  -0.04
C45 -0.163 -0.702 -6.987  -0.29
C46 0.944 -1.047 -6.205  0.00
C47 2.040 -1.605 -6.865  -0.11
N5 2.037 -1.805 -8.202  0.06
C48 0.898 -1.574 -8.830  -0.23
N6 -0.172 -1.028 -8.279  0.11
H38 -1.145 -4.958 -4.405  0.10
H39 -2.031 -4.658 -2.077  0.10
H40 -2.983 -0.751 -2.763  0.06
H41 -1.249 -3.072 -5.983  0.11
H42 -2.736 0.409 -4.983  0.11
H43 -1.912 0.623 -7.090  0.10
H44 0.990 -0.883 -5.142  0.11
H45 2.972 -1.835 -6.300  0.12
H46 0.828 -1.681 -9.906  0.10

Summary:
Highest occupied orbital energy = -2.21 eV
HOMO-LUMO gap = 4.74 eV
Energy relative to the best compared isomer or geometry (same formula, charge and spin) = 0.0 kcal/mol
Total charge = -2
Largest force on an atom = 0.070 hartree/bohr
DFT total energy = -6424.94706 Eh
Multiplicity = 1